1.
H26O13 | ωB97M-V/def2-TZVPD

Results
M, g mol⁻¹: 234.2
Frontier orbital gap, eV: 9.8
2S+1: 1
Relative energy (zero: lowest compared OMol25 entry of this formula, charge and spin), eV: 4.8791

Structure (XYZ):
```
39
H26O13 | OMol25 | ωB97M-V/def2-TZVPD
H -0.216 -0.394 0.721
H -1.362 0.457 0.301
H -1.071 -0.530 2.421
H -1.726 -0.161 3.662
H 0.878 0.802 -1.196
H 1.041 1.835 -0.168
H -0.846 3.322 0.242
H -0.689 3.832 -1.162
H 4.695 1.834 -0.974
H 3.606 1.627 -0.031
H -3.760 -1.578 -3.325
H -4.027 -0.175 -2.930
H -3.477 2.012 -1.028
H -3.966 1.445 0.369
H 2.708 -3.754 0.695
H 1.911 -2.751 -0.215
H 2.553 3.148 1.698
H 1.382 3.423 2.439
H -3.375 -2.911 3.905
H -3.599 -3.125 2.383
H -0.672 -0.138 -2.010
H -1.380 -1.361 -2.823
H 1.871 -1.682 -1.931
H 2.625 -1.727 -3.245
H 3.436 -1.149 1.757
H 4.211 -0.856 0.501
O -1.104 -0.544 0.327
O -0.891 -0.353 3.347
O 0.557 1.085 -0.313
O -1.323 3.458 -0.585
O 3.903 1.298 -0.943
O -3.813 -0.977 -2.595
O -3.291 2.047 -0.103
O 1.828 -3.567 0.273
O 1.941 2.708 2.358
O -2.920 -2.909 3.068
O -0.975 -0.437 -2.871
O 1.942 -2.110 -2.816
O 3.393 -1.143 0.799
```


2.
H26O13 | ωB97M-V/def2-TZVPD

Results
M, g mol⁻¹: 234.2
Frontier orbital gap, eV: 9.9
2S+1: 1
Relative energy (zero: lowest compared OMol25 entry of this formula, charge and spin), eV: 4.0578

Structure (XYZ):
```
39
H26O13 | OMol25 | ωB97M-V/def2-TZVPD
H -0.769 0.420 0.503
H 0.032 -0.578 -0.316
H 5.211 1.692 1.056
H 3.863 2.143 1.594
H -1.518 4.765 -2.412
H -1.798 4.173 -1.040
H 0.077 -3.823 2.109
H 0.358 -5.082 2.912
H -1.253 0.715 -1.290
H -0.747 -0.204 -2.389
H -3.669 1.545 -0.818
H -4.721 2.092 -1.769
H -1.573 2.763 2.324
H -0.123 3.049 2.680
H 0.811 -2.149 -4.879
H 0.229 -3.072 -3.821
H -1.831 -0.426 3.372
H -2.900 -1.505 3.419
H -2.300 -3.271 1.506
H -1.786 -2.314 2.569
H 1.398 -0.755 -3.884
H 2.916 -0.684 -3.836
H 2.716 1.900 0.369
H 2.262 0.825 -0.605
H 3.177 -1.237 1.294
H 1.769 -0.862 0.860
O 0.135 0.153 0.303
O 4.603 2.439 1.053
O -1.077 4.389 -1.642
O 0.759 -4.249 2.640
O -1.559 0.115 -1.980
O -4.622 1.648 -0.919
O -0.725 2.995 1.929
O -0.004 -2.337 -4.400
O -2.258 -1.046 3.973
O -1.546 -3.113 2.085
O 2.159 -1.076 -3.387
O 1.936 1.575 -0.094
O 2.368 -1.614 0.929
```